Record 1
{
  "formula": "C24H26MgN4Si",
  "method": "ωB97M-V/def2-TZVPD",
  "elements": ["C", "C", "C", "H", "C", "C", "H", "H", "H", "H", "Mg", "C", "H", "H", "H", "Si", "C", "C", "H", "C", "H", "C", "H", "C", "H", "C", "H", "C", "C", "H", "C", "H", "C", "H", "C", "H", "C", "H", "H", "H", "N", "C", "C", "N", "C", "C", "N", "C", "C", "N", "H", "H", "H", "H", "H", "H"],
  "coordinates": [[0.85, 1.15, -0.11], [-0.18, 1.29, -1.08], [-1.39, 1.63, -0.40], [-0.04, 1.28, -2.16], [-1.07, 1.77, 1.00], [0.32, 1.45, 1.16], [0.88, 1.55, 2.09], [1.90, 0.96, -0.35], [-2.31, 1.95, -0.88], [-1.71, 2.22, 1.75], [-1.65, -0.43, 0.74], [-1.51, -2.76, -3.76], [-2.38, -2.62, -3.12], [-1.07, -3.74, -3.61], [-1.79, -2.69, -4.82], [-0.17, -1.42, -3.85], [1.54, -1.36, -4.54], [2.17, -0.13, -4.22], [1.57, 0.77, -4.06], [3.56, -0.09, -4.09], [4.03, 0.85, -3.81], [4.31, -1.23, -4.37], [5.38, -1.20, -4.28], [3.69, -2.43, -4.75], [4.28, -3.31, -5.01], [2.29, -2.51, -4.83], [1.77, -3.42, -5.13], [-1.19, 0.05, -4.31], [-0.83, 0.89, -5.37], [0.02, 0.64, -6.02], [-1.58, 2.06, -5.59], [-1.29, 2.72, -6.41], [-2.66, 2.36, -4.77], [-3.24, 3.28, -4.94], [-3.06, 1.50, -3.76], [-3.94, 1.69, -3.14], [-2.34, 0.33, -3.52], [-2.65, -0.38, -2.75], [-0.18, -1.13, -2.26], [0.59, -0.88, -2.46], [-0.58, -1.98, 4.35], [-0.89, -0.81, 5.04], [-1.34, 0.07, 4.10], [-1.36, -0.54, 2.86], [-0.85, -1.77, 3.02], [-0.49, -2.64, 1.91], [-0.55, -2.26, 0.61], [0.02, -3.30, -0.13], [0.36, -4.33, 0.72], [0.03, -3.88, 2.00], [-0.22, -2.84, 4.74], [-0.77, -0.72, 6.09], [-1.63, 1.10, 4.23], [0.16, -3.23, -1.21], [0.79, -5.30, 0.53], [0.14, -4.42, 2.88]],
  "lumo_energy_ev": [-0.48, -0.22],
  "gap_ev": [3.36, 4.33],
  "total_charge": 0,
  "homo_energy_ev": [-3.8, -4.6]
}

Record 2
{
  "formula": "C24H26MnN5",
  "method": "ωB97M-V/def2-TZVPD",
  "elements": ["Mn", "C", "C", "C", "C", "C", "C", "C", "C", "C", "C", "H", "H", "H", "H", "H", "H", "H", "H", "H", "H", "H", "H", "H", "H", "H", "N", "C", "N", "C", "N", "N", "C", "C", "C", "C", "C", "C", "N", "C", "C", "C", "C", "C", "C", "H", "H", "H", "H", "H", "H", "H", "H", "H", "H", "H"],
  "coordinates": [[-0.66, -0.16, 0.07], [-2.76, 0.59, 0.74], [-2.61, -0.83, 0.93], [-1.59, -1.05, 1.91], [-1.04, 0.23, 2.23], [-1.82, 1.24, 1.57], [-1.76, 2.69, 1.90], [-0.11, 0.55, 3.37], [-1.22, -2.35, 2.54], [-3.64, -1.83, 0.50], [-3.91, 1.24, 0.04], [-0.72, 3.04, 1.93], [-2.19, 2.85, 2.89], [-2.32, 3.29, 1.19], [0.35, -0.35, 3.77], [-0.68, 1.04, 4.17], [0.67, 1.24, 3.06], [-0.14, -2.43, 2.66], [-1.56, -3.18, 1.93], [-1.67, -2.44, 3.52], [-4.01, -1.61, -0.50], [-4.49, -1.77, 1.18], [-3.27, -2.85, 0.52], [-4.19, 0.69, -0.86], [-3.67, 2.26, -0.23], [-4.78, 1.27, 0.70], [-0.54, 4.03, -1.75], [-0.94, 2.76, -1.55], [-0.28, 1.88, -0.87], [0.94, 2.26, -0.30], [1.71, 1.33, 0.21], [1.21, 0.13, 0.20], [1.99, -0.95, 0.07], [1.37, -2.13, -0.37], [2.10, -3.31, -0.64], [1.47, -4.38, -1.22], [0.09, -4.29, -1.48], [-0.57, -3.12, -1.17], [0.02, -2.04, -0.65], [1.39, 3.63, -0.39], [2.55, 4.09, 0.24], [2.96, 5.40, 0.06], [2.23, 6.25, -0.76], [1.06, 5.82, -1.37], [0.64, 4.51, -1.18], [-1.09, 4.66, -2.31], [-1.88, 2.47, -2.01], [3.07, -0.86, 0.16], [3.15, -3.32, -0.41], [2.01, -5.28, -1.47], [-0.43, -5.11, -1.94], [-1.63, -3.03, -1.37], [3.10, 3.40, 0.86], [3.85, 5.75, 0.55], [2.56, 7.27, -0.91], [0.49, 6.48, -1.99]],
  "lumo_energy_ev": [-3.79, -3.79],
  "gap_ev": [6.59, 6.55],
  "total_charge": 1,
  "homo_energy_ev": [-10.4, -10.3],
  "spin_multiplicity": 2
}

Record 3
{
  "formula": "C24H26N2O6S",
  "method": "ωB97M-V/def2-TZVPD",
  "elements": ["C", "C", "O", "C", "C", "C", "C", "C", "C", "N", "C", "C", "O", "N", "C", "C", "C", "C", "O", "C", "C", "C", "O", "C", "S", "O", "O", "C", "C", "C", "C", "C", "C", "H", "H", "H", "H", "H", "H", "H", "H", "H", "H", "H", "H", "H", "H", "H", "H", "H", "H", "H", "H", "H", "H", "H", "H", "H", "H"],
  "coordinates": [[1.26, 3.01, -0.97], [0.88, 1.86, -1.89], [0.03, 0.91, -1.26], [-1.32, 1.04, -1.35], [-2.01, 2.20, -1.67], [-3.39, 2.21, -1.67], [-4.11, 1.07, -1.36], [-3.43, -0.11, -1.07], [-2.05, -0.13, -1.07], [-1.35, -1.33, -0.84], [-1.31, -1.88, 0.50], [-0.84, -0.86, 1.54], [-1.52, -0.60, 2.52], [0.37, -0.34, 1.25], [0.97, 0.76, 1.89], [0.18, 1.78, 2.42], [0.72, 2.92, 2.97], [2.10, 3.08, 3.00], [2.76, 4.16, 3.50], [2.00, 5.21, 4.05], [2.90, 2.06, 2.50], [2.37, 0.90, 1.96], [3.30, 0.01, 1.50], [3.03, -1.38, 1.50], [-0.09, -1.74, -1.85], [-0.24, -1.06, -3.10], [1.18, -1.68, -1.16], [-0.48, -3.47, -2.10], [0.36, -4.46, -1.62], [0.01, -5.79, -1.82], [-1.16, -6.11, -2.49], [-1.99, -5.10, -2.96], [-1.65, -3.77, -2.77], [1.90, 3.71, -1.52], [0.38, 3.54, -0.62], [1.80, 2.64, -0.11], [0.41, 2.22, -2.81], [1.77, 1.28, -2.16], [-1.48, 3.11, -1.91], [-3.92, 3.12, -1.92], [-5.19, 1.08, -1.36], [-3.97, -1.01, -0.85], [-0.63, -2.74, 0.48], [-2.31, -2.23, 0.79], [0.81, -0.66, 0.40], [-0.89, 1.67, 2.38], [0.06, 3.68, 3.36], [1.41, 4.86, 4.90], [2.73, 5.95, 4.40], [1.34, 5.67, 3.31], [3.98, 2.17, 2.53], [3.99, -1.86, 1.67], [2.35, -1.66, 2.30], [2.63, -1.71, 0.54], [1.27, -4.18, -1.12], [0.66, -6.57, -1.46], [-1.43, -7.14, -2.64], [-2.90, -5.35, -3.49], [-2.26, -2.97, -3.13]],
  "lumo_energy_ev": 0.51,
  "gap_ev": 8.35,
  "total_charge": 0,
  "homo_energy_ev": -7.8,
  "smiles": "CCOc1ccccc1N(CC(=O)Nc1ccc(OC)cc1OC)S(=O)(=O)c1ccccc1"
}

Record 4
{
  "formula": "C24H26N4O4",
  "method": "ωB97M-V/def2-TZVPD",
  "elements": ["O", "N", "O", "C", "C", "C", "C", "C", "C", "N", "O", "O", "C", "H", "H", "H", "H", "H", "C", "N", "C", "C", "C", "C", "C", "C", "C", "C", "C", "C", "N", "C", "C", "C", "C", "C", "C", "H", "H", "H", "H", "H", "H", "H", "H", "H", "H", "H", "H", "H", "H", "H", "H", "H", "H", "H", "H", "H"],
  "coordinates": [[1.47, 3.97, -0.19], [0.41, 4.11, -0.86], [0.37, 4.72, -1.94], [-0.77, 3.48, -0.29], [-2.06, 3.48, -0.87], [-3.08, 2.77, -0.26], [-2.82, 2.02, 0.90], [-1.52, 1.98, 1.51], [-1.26, 1.06, 2.67], [-0.46, 1.72, 3.73], [-0.88, 1.81, 4.93], [0.68, 2.12, 3.39], [-0.51, 2.76, 0.90], [-2.19, 4.01, -1.80], [-4.10, 2.82, -0.64], [-3.62, 1.49, 1.43], [-2.18, 0.58, 3.02], [0.47, 2.79, 1.38], [-0.17, -2.02, 8.77], [0.64, -2.62, 7.74], [1.24, -3.90, 8.10], [0.35, -2.30, 6.41], [1.24, -1.46, 5.68], [0.94, -1.10, 4.39], [-0.31, -1.42, 3.78], [-0.56, -0.85, 2.47], [-1.29, -1.52, 1.41], [-1.31, -0.85, 0.16], [-2.08, -1.27, -0.89], [-2.88, -2.44, -0.76], [-3.70, -2.83, -1.82], [-3.57, -4.17, -2.37], [-5.01, -2.22, -1.96], [-2.80, -3.19, 0.44], [-1.97, -2.77, 1.48], [-1.25, -2.10, 4.57], [-0.87, -2.66, 5.79], [-0.39, -0.97, 8.52], [-1.12, -2.56, 8.91], [0.37, -2.06, 9.73], [2.03, -4.17, 7.37], [1.68, -3.79, 9.11], [0.48, -4.70, 8.14], [2.16, -1.13, 6.18], [1.70, -0.56, 3.82], [0.29, -0.25, 2.09], [-0.67, 0.03, 0.03], [-2.05, -0.76, -1.87], [-2.50, -4.42, -2.45], [-4.08, -4.92, -1.73], [-4.04, -4.18, -3.36], [-4.98, -1.16, -1.70], [-5.35, -2.33, -3.00], [-5.76, -2.72, -1.32], [-3.40, -4.10, 0.53], [-1.81, -3.44, 2.33], [-2.28, -2.21, 4.20], [-1.51, -3.38, 6.32]],
  "lumo_energy_ev": -1.04,
  "gap_ev": 7.13,
  "total_charge": 0,
  "homo_energy_ev": -8.2
}

Record 5
{
  "formula": "C24H27AgN4O2P",
  "method": "ωB97M-V/def2-TZVPD",
  "elements": ["Ag", "O", "C", "N", "C", "C", "C", "C", "C", "C", "N", "C", "O", "C", "C", "C", "C", "C", "N", "C", "C", "C", "C", "C", "N", "H", "H", "H", "H", "H", "H", "H", "H", "H", "H", "H", "H", "C", "C", "P", "C", "C", "C", "C", "H", "H", "H", "H", "H", "H", "H", "H", "H", "H", "H", "H", "H", "H", "H"],
  "coordinates": [[0.05, -0.09, 0.17], [-0.03, -0.41, -3.91], [-0.51, -0.54, -2.78], [-0.94, 0.34, -1.89], [-1.23, 1.66, -2.12], [-1.40, 2.23, -3.38], [-1.80, 3.55, -3.52], [-2.03, 4.33, -2.40], [-1.90, 3.78, -1.14], [-1.49, 2.46, -0.96], [-1.26, 1.87, 0.27], [-1.88, 2.22, 1.39], [-2.78, 3.05, 1.58], [-1.39, 1.44, 2.59], [-1.95, 1.72, 3.84], [-1.50, 1.06, 4.96], [-0.48, 0.13, 4.82], [0.02, -0.10, 3.55], [-0.41, 0.53, 2.46], [-0.79, -1.91, -2.21], [-1.52, -2.81, -3.00], [-1.99, -3.97, -2.44], [-1.70, -4.24, -1.10], [-0.94, -3.32, -0.41], [-0.49, -2.18, -0.93], [-1.26, 1.61, -4.25], [-1.92, 3.97, -4.51], [-2.33, 5.36, -2.51], [-2.12, 4.37, -0.26], [-2.74, 2.45, 3.88], [-1.93, 1.26, 5.94], [-0.08, -0.42, 5.66], [0.82, -0.81, 3.39], [-1.71, -2.55, -4.03], [-2.59, -4.66, -3.02], [-2.06, -5.14, -0.62], [-0.67, -3.50, 0.62], [3.96, -1.85, -0.93], [4.09, -0.62, -0.05], [2.54, 0.42, -0.12], [2.56, 1.06, -1.86], [3.83, 1.71, -2.39], [3.02, 1.93, 0.85], [4.50, 2.21, 1.12], [4.80, -2.53, -0.77], [3.93, -1.58, -1.98], [3.03, -2.38, -0.69], [4.97, -0.04, -0.33], [4.22, -0.93, 0.99], [1.73, 1.77, -1.90], [2.27, 0.22, -2.50], [4.01, 2.68, -1.94], [3.72, 1.86, -3.46], [4.71, 1.08, -2.24], [2.49, 1.86, 1.80], [2.56, 2.77, 0.31], [4.91, 1.49, 1.82], [4.61, 3.20, 1.56], [5.09, 2.18, 0.20]],
  "lumo_energy_ev": 2.67,
  "gap_ev": 5.97,
  "total_charge": -1,
  "homo_energy_ev": -3.3
}

Record 6
{
  "formula": "C24H27B3NO26Ti",
  "method": "ωB97M-V/def2-TZVPD",
  "elements": ["Ti", "O", "C", "O", "B", "O", "C", "O", "O", "C", "O", "C", "O", "O", "O", "C", "O", "B", "O", "C", "O", "O", "C", "O", "C", "O", "O", "O", "C", "O", "B", "O", "C", "O", "O", "C", "O", "C", "O", "O", "C", "C", "C", "O", "H", "H", "H", "H", "H", "H", "H", "H", "C", "C", "C", "C", "C", "C", "N", "O", "C", "C", "C", "H", "H", "H", "H", "H", "H", "H", "H", "H", "H", "H", "H", "H", "H", "H", "H", "H", "H", "H"],
  "coordinates": [[-8.07, -14.06, 12.26], [-16.28, -9.79, 13.95], [-15.42, -10.32, 13.23], [-14.39, -11.03, 13.58], [-13.70, -11.56, 12.37], [-14.22, -10.66, 11.30], [-15.34, -10.04, 11.69], [-16.16, -9.46, 10.97], [-13.99, -13.00, 12.18], [-12.85, -13.72, 12.19], [-12.78, -14.95, 11.97], [-11.68, -12.79, 12.27], [-12.24, -11.58, 12.47], [-10.48, -13.11, 12.06], [-15.41, -13.74, 15.45], [-14.22, -13.90, 15.65], [-13.34, -14.89, 15.12], [-12.00, -14.63, 15.70], [-12.15, -13.44, 16.54], [-13.41, -12.99, 16.55], [-13.78, -11.97, 17.13], [-10.93, -14.43, 14.68], [-10.11, -15.40, 14.64], [-9.18, -15.54, 13.81], [-10.48, -16.31, 15.89], [-11.50, -15.76, 16.51], [-9.73, -17.21, 16.29], [-7.36, -11.93, 11.90], [-7.12, -10.71, 11.72], [-6.47, -9.87, 12.49], [-6.43, -8.55, 11.89], [-7.32, -8.65, 10.72], [-7.68, -9.87, 10.50], [-8.40, -10.30, 9.59], [-5.09, -8.11, 11.47], [-4.81, -6.95, 12.02], [-3.76, -6.25, 11.97], [-6.01, -6.58, 12.92], [-6.87, -7.49, 12.84], [-6.05, -5.66, 13.71], [-4.36, -12.51, 13.93], [-4.84, -13.95, 13.59], [-4.14, -14.99, 14.48], [-6.22, -13.94, 13.79], [-3.42, -12.27, 13.44], [-4.24, -12.30, 14.99], [-5.10, -11.78, 13.60], [-4.77, -14.16, 12.52], [-4.70, -15.93, 14.40], [-4.16, -14.57, 15.48], [-3.08, -15.13, 14.31], [-6.34, -13.95, 14.74], [-6.52, -17.26, 8.84], [-6.48, -16.16, 9.92], [-5.22, -15.27, 9.65], [-5.39, -14.44, 8.32], [-6.72, -13.57, 8.36], [-8.01, -14.35, 8.76], [-7.69, -15.27, 9.95], [-8.82, -15.92, 10.40], [-9.05, -13.34, 9.22], [-8.55, -15.13, 7.52], [-6.24, -16.74, 11.34], [-5.54, -17.75, 8.88], [-6.65, -16.80, 7.86], [-7.18, -18.11, 9.02], [-5.10, -14.55, 10.46], [-4.39, -15.97, 9.57], [-5.41, -15.16, 7.50], [-4.52, -13.81, 8.13], [-6.83, -13.13, 7.36], [-6.62, -12.73, 9.05], [-10.00, -13.88, 9.30], [-8.74, -12.97, 10.20], [-9.05, -12.57, 8.45], [-7.95, -15.13, 6.61], [-8.73, -16.17, 7.79], [-9.48, -14.69, 7.16], [-5.22, -17.13, 11.38], [-6.97, -17.51, 11.59], [-6.13, -16.10, 12.22], [-9.07, -16.45, 9.64]],
  "lumo_energy_ev": [3.14, 3.13],
  "gap_ev": [3.75, 8.46],
  "total_charge": -2,
  "homo_energy_ev": [-0.6, -5.3],
  "spin_multiplicity": 4
}

Record 7
{
  "formula": "C24H27Cl2CoO2P2",
  "method": "ωB97M-V/def2-TZVPD",
  "elements": ["C", "C", "H", "H", "H", "O", "Cl", "Co", "P", "C", "C", "H", "H", "H", "C", "H", "H", "H", "H", "H", "H", "C", "O", "Cl", "C", "C", "C", "C", "C", "C", "P", "C", "C", "C", "C", "C", "C", "C", "C", "C", "C", "C", "C", "H", "H", "H", "H", "H", "H", "H", "H", "H", "H", "H", "H", "H", "H", "H"],
  "coordinates": [[-0.31, -2.95, -3.39], [-1.03, -1.80, -2.74], [-0.97, -3.56, -4.02], [0.15, -3.60, -2.63], [0.55, -2.62, -4.00], [-2.12, -1.37, -3.01], [0.87, -3.19, -0.16], [0.16, -1.37, -1.13], [0.23, 1.11, -1.57], [-1.20, 2.24, -1.32], [1.61, 2.28, -1.22], [1.22, 0.45, -3.64], [0.27, 1.99, -3.81], [-0.55, 0.37, -3.73], [0.30, 0.98, -3.38], [2.56, 1.75, -1.28], [1.59, 3.09, -1.97], [-1.12, 3.06, -2.05], [-1.18, 2.64, -0.29], [1.53, 2.72, -0.22], [-2.14, 1.69, -1.46], [-1.27, -0.85, -0.21], [-2.27, -0.41, 0.18], [2.37, -0.90, -1.49], [-0.55, 2.92, 4.62], [0.03, 3.10, 3.36], [0.30, 2.01, 2.53], [-0.02, 0.70, 2.95], [-0.60, 0.53, 4.21], [-0.88, 1.63, 5.04], [0.56, -0.70, 1.89], [2.18, -0.92, 2.75], [3.33, -0.38, 2.15], [4.56, -0.44, 2.83], [4.65, -1.05, 4.08], [3.51, -1.59, 4.68], [2.27, -1.49, 4.03], [-0.39, -2.08, 2.62], [0.22, -3.35, 2.75], [-0.55, -4.48, 3.00], [-1.93, -4.37, 3.21], [-2.53, -3.11, 3.11], [-1.77, -1.98, 2.80], [-0.75, 3.77, 5.27], [0.27, 4.11, 3.03], [0.75, 2.17, 1.56], [-0.86, -0.47, 4.57], [-1.35, 1.46, 6.01], [3.26, 0.05, 1.15], [5.45, -0.02, 2.36], [5.61, -1.13, 4.59], [3.56, -2.08, 5.65], [1.39, -1.89, 4.52], [1.30, -3.45, 2.59], [-0.07, -5.45, 3.00], [-2.53, -5.25, 3.42], [-3.62, -3.01, 3.24], [-2.28, -1.02, 2.68]],
  "lumo_energy_ev": [-9.13, -10.17],
  "gap_ev": [5.42, 4.24],
  "total_charge": 2,
  "homo_energy_ev": [-14.5, -14.4],
  "spin_multiplicity": 5
}

Record 8
{
  "formula": "C24H27ClO6",
  "method": "ωB97M-V/def2-TZVPD",
  "elements": ["C", "C", "O", "C", "O", "C", "Cl", "C", "O", "O", "C", "C", "C", "C", "C", "C", "C", "C", "C", "O", "C", "C", "C", "C", "C", "C", "C", "O", "C", "C", "C", "H", "H", "H", "H", "H", "H", "H", "H", "H", "H", "H", "H", "H", "H", "H", "H", "H", "H", "H", "H", "H", "H", "H", "H", "H", "H", "H"],
  "coordinates": [[-2.53, -2.12, 3.15], [-1.07, -2.34, 3.20], [-0.58, -1.00, 2.87], [0.70, -1.09, 2.63], [1.14, -2.26, 2.74], [1.53, 0.14, 2.12], [1.41, 0.16, 0.44], [0.79, 1.44, 2.66], [1.43, 2.45, 2.88], [-0.52, 1.40, 2.84], [-1.19, 2.65, 3.20], [-2.66, 2.31, 3.15], [3.01, 0.13, 2.44], [3.93, 1.29, 2.00], [4.57, 2.11, 2.84], [5.56, 3.13, 2.42], [5.81, 4.34, 3.16], [6.62, 5.34, 2.64], [7.27, 5.17, 1.40], [7.98, 6.23, 0.94], [8.47, 6.30, -0.42], [7.12, 3.95, 0.70], [6.27, 2.97, 1.22], [3.77, -1.20, 2.23], [3.36, -2.26, 3.03], [3.83, -3.54, 2.83], [4.72, -3.78, 1.76], [4.82, -5.08, 1.35], [5.63, -5.34, 0.19], [5.36, -2.69, 1.15], [4.93, -1.39, 1.48], [-3.12, -3.03, 3.20], [-2.82, -1.47, 3.97], [-2.76, -1.62, 2.20], [-0.65, -2.64, 4.16], [-0.70, -3.03, 2.44], [-0.87, 2.98, 4.19], [-0.92, 3.41, 2.46], [-3.32, 3.17, 3.18], [-2.87, 1.76, 2.23], [-2.91, 1.67, 4.00], [2.81, 0.30, 3.56], [4.24, 1.29, 0.95], [4.30, 2.10, 3.91], [5.34, 4.49, 4.13], [6.80, 6.28, 3.16], [8.78, 7.34, -0.52], [9.33, 5.63, -0.56], [7.68, 6.06, -1.16], [7.67, 3.75, -0.22], [6.14, 2.04, 0.67], [2.68, -2.08, 3.84], [3.43, -4.38, 3.37], [5.62, -6.43, 0.10], [5.18, -4.88, -0.70], [6.65, -4.97, 0.33], [6.14, -2.86, 0.40], [5.48, -0.55, 1.05]],
  "lumo_energy_ev": 0.67,
  "gap_ev": 8.32,
  "total_charge": 0,
  "homo_energy_ev": -7.6,
  "smiles": "CCOC(=O)C(Cl)(C(=O)OCC)[C@H](/C=C/c1ccc(OC)cc1)c1ccc(OC)cc1"
}